Molecular formula: C2H2DyF2LiO
Method: DFT, wB97M-V/def2-TZVPD

ORCA input file:
```
! wB97M-V def2-TZVPD RIJCOSX def2/J DEFGRID3
* xyz 2 6
F 1.4189 -1.3822 -3.7114
C 0.7519 0.0711 1.2819
C -0.3193 0.6038 0.6871
O -0.8743 0.0412 -0.4078
H 1.3195 -0.7914 0.9273
H -0.8022 1.4947 1.1050
Dy -0.0393 -0.7246 -2.4118
Li -2.6553 0.1126 0.0803
F 1.2000 0.5746 2.4492
*
```

Output
highest occupied orbital energy (spin up / spin down)	-17.16 / -17.08	eV
energy relative to the best compared isomer or geometry (same formula, charge and spin)	0.00	kJ/mol
electronic energy	-1244.32223	a.u.
<S²>	9.42

=====

Molecular formula: C20H21N3O5
Method: DFT, wB97M-V/def2-TZVPD

ORCA input file:
```
! wB97M-V def2-TZVPD RIJCOSX def2/J DEFGRID3
* xyz 0 1
C 0.6189 3.7231 5.3663
H 1.2925 4.0572 4.5750
O 0.9599 2.4368 5.8341
C 0.9493 1.3502 5.0215
C 1.3130 0.1650 5.6612
C 1.3597 -1.0405 4.9973
C 1.0384 -1.0938 3.6438
C 0.6745 0.0877 2.9913
C 0.6208 1.3032 3.6482
O 0.2606 2.4694 3.0214
C -0.1034 2.4171 1.6634
H -0.3607 3.4408 1.3949
H 0.7233 2.0742 1.0339
H -0.9718 1.7704 1.5051
H 0.4407 0.0129 1.9430
C 1.0737 -2.3400 2.9177
N 0.7608 -2.3840 1.6833
N 0.7908 -3.5453 1.0196
C 0.5454 -3.6733 -0.3210
O 0.7259 -4.7479 -0.8610
C 0.0841 -2.4666 -1.0511
C -0.7481 -1.4990 -0.4960
C -1.1596 -0.4175 -1.2521
C -0.7476 -0.2817 -2.5715
C 0.0902 -1.2541 -3.1322
C 0.4872 -2.3426 -2.3787
H 1.1244 -3.1010 -2.8082
N 0.5310 -1.0622 -4.4404
C 0.0662 -0.0839 -5.2557
O 0.5250 0.1112 -6.3584
C -1.1412 0.6879 -4.7048
C -2.3922 -0.0879 -5.1460
H -2.3858 -1.0914 -4.7229
H -2.4165 -0.1600 -6.2296
H -3.2831 0.4309 -4.7998
C -1.1470 2.1086 -5.2600
H -0.3095 2.6659 -4.8481
H -1.0483 2.0726 -6.3404
H -2.0716 2.6094 -4.9883
O -1.1314 0.8082 -3.2793
H 1.2611 -1.6656 -4.7973
H -1.8066 0.3397 -0.8385
H -1.0894 -1.5992 0.5205
H 1.1063 -4.3971 1.4947
H 1.3747 -3.2375 3.4716
H 1.6436 -1.9375 5.5262
H 1.5582 0.2306 6.7094
H 0.7243 4.3749 6.2335
H -0.4103 3.7618 5.0045
*
```

Output
highest occupied orbital energy	-7.90	eV
energy relative to the best compared isomer or geometry (same formula, charge and spin)	218.04	kJ/mol
electronic energy	-1315.18433	a.u.
SMILES string	COc1ccc(/C=N/NC(=O)c2ccc3c(c2)NC(=O)C(C)(C)O3)cc1OC

=====

Molecular formula: C16H34F3N5O6PRu
Method: DFT, wB97M-V/def2-TZVPD

ORCA input file:
```
! wB97M-V def2-TZVPD RIJCOSX def2/J DEFGRID3
* xyz 2 6
Ru 0.3521 -0.4630 -0.4873
C 1.6374 2.1748 -5.1157
N 1.7293 0.9628 -4.2924
C 2.3186 -0.2242 -4.9239
C 1.2446 0.9133 -3.0783
O 1.2844 -0.1348 -2.3746
C 0.5778 2.1534 -2.5033
O 0.2745 1.8660 -1.1491
C -0.7040 2.6777 -0.5220
C -1.6023 1.7631 0.3063
O -1.3871 0.5205 0.2882
N -2.5857 2.2987 0.9872
C -3.5168 1.4649 1.7562
C -2.8587 3.7390 0.9552
H 2.2300 2.0179 -6.0113
H 0.6069 2.3667 -5.4149
H 2.0422 3.0393 -4.5929
H 1.7564 -0.4607 -5.8257
H 3.3517 -0.0067 -5.1900
H 2.2812 -1.0628 -4.2390
H 1.2340 3.0231 -2.5725
H -0.3357 2.3564 -3.0729
H -0.2142 3.4162 0.1157
H -1.3094 3.2103 -1.2602
H -3.2863 0.4177 1.6010
H -3.4318 1.7134 2.8130
H -4.5314 1.6696 1.4190
H -1.9492 4.3187 1.0990
H -3.3393 4.0263 0.0195
H -3.5332 3.9723 1.7734
F -1.5362 -4.5567 -2.0049
C -0.8494 -4.3814 -0.8852
F 0.1656 -5.2359 -0.8504
F -1.6477 -4.6104 0.1634
C -0.3391 -2.9315 -0.7794
O 0.7570 -2.6954 -0.2198
O -1.0599 -1.9936 -1.2145
C 5.5095 -0.4402 1.1740
N 4.1364 -0.8025 0.8277
C 4.0195 -1.5965 -0.3945
P 2.8613 -0.6887 1.8292
O 1.6161 -0.1704 1.0571
N 3.2472 0.3867 2.9870
C 3.4337 1.7905 2.6306
C 3.0698 0.1288 4.4139
N 2.4847 -2.1482 2.4249
C 3.4932 -3.1689 2.7054
C 1.1550 -2.4547 2.9499
H 5.9249 0.2216 0.4124
H 6.1343 -1.3352 1.2263
H 5.5449 0.0619 2.1356
H 4.2982 -0.9991 -1.2650
H 3.0064 -1.9730 -0.5236
H 4.6837 -2.4627 -0.3443
H 3.5843 1.8925 1.5565
H 4.3135 2.1884 3.1386
H 2.5650 2.3854 2.9248
H 2.9951 -0.9393 4.6001
H 2.1707 0.6193 4.7948
H 3.9323 0.5093 4.9619
H 4.4558 -2.8831 2.2871
H 3.1849 -4.1136 2.2555
H 3.6108 -3.3154 3.7814
H 0.4679 -1.6327 2.7596
H 1.1966 -2.6267 4.0278
H 0.7705 -3.3530 2.4653
*
```

Output
highest occupied orbital energy (spin up / spin down)	-14.60 / -14.62	eV
energy relative to the best compared isomer or geometry (same formula, charge and spin)	35.33	kJ/mol
electronic energy	-2090.66939	a.u.
<S²>	8.76

=====

Molecular formula: C2H3BrO
Method: DFT, wB97M-V/def2-TZVPD

ORCA input file:
```
! wB97M-V def2-TZVPD RIJCOSX def2/J DEFGRID3
* xyz 0 1
C 0.9404 0.8120 -0.0762
C -0.6123 -0.7870 0.1883
O 2.0445 0.3987 -0.2957
Br -2.2857 0.0081 -0.4021
H 0.5742 1.7224 -0.1405
H -0.1242 -1.3920 -0.5848
H -0.5369 -0.7622 1.3110
*
```

Output
highest occupied orbital energy (spin up / spin down)	-8.54 / -8.54	eV
energy relative to the best compared isomer or geometry (same formula, charge and spin)	314.79	kJ/mol
electronic energy	-2727.13600	a.u.

=====

Molecular formula: C5H11OS
Method: DFT, wB97M-V/def2-TZVPD

ORCA input file:
```
! wB97M-V def2-TZVPD RIJCOSX def2/J DEFGRID3
* xyz 0 2
O 1.4921 0.5854 2.0030
C 0.9553 1.2161 1.0985
C 1.7144 1.8440 -0.0268
C 1.2709 1.2349 -1.3627
H -0.1398 1.3995 1.1095
H 2.8036 1.6654 0.1198
H 1.5161 2.9294 -0.0489
H 1.1753 0.1206 -1.4362
H 1.9834 1.5612 -2.1329
H 0.3087 1.6576 -1.6453
C -1.6421 -2.1751 1.0046
C -1.6086 -1.6290 -0.4389
S -1.6986 0.2238 -0.3733
H -2.6233 -1.8678 1.4019
H -0.8961 -1.6413 1.6091
H -1.5176 -3.2576 1.1331
H -2.4344 -2.0065 -1.0513
H -0.6593 -1.8605 -0.9630
*
```

Output
highest occupied orbital energy (spin up / spin down)	-9.31 / -8.97	eV
energy relative to the best compared isomer or geometry (same formula, charge and spin)	3.28	kJ/mol
electronic energy	-670.45799	a.u.
<S²>	0.75

=====

Molecular formula: C2H2N2OS
Method: DFT, wB97M-V/def2-TZVPD

ORCA input file:
```
! wB97M-V def2-TZVPD RIJCOSX def2/J DEFGRID3
* xyz 0 1
C 1.4362 0.2496 -0.6525
C -1.0226 -0.9542 0.9266
N 1.4462 1.4030 -0.9850
N -1.3409 0.1632 0.7037
O -0.8011 -1.9581 1.4226
S 1.7013 -1.1891 -0.1569
H -2.1025 0.3864 0.1108
H 0.6834 1.8992 -1.3693
*
```

Output
highest occupied orbital energy	-9.65	eV
energy relative to the best compared isomer or geometry (same formula, charge and spin)	36.58	kJ/mol
electronic energy	-660.33377	a.u.
SMILES string	N=C=O.N=C=S

=====

Molecular formula: C26H46BN5O7
Method: DFT, wB97M-V/def2-TZVPD

ORCA input file:
```
! wB97M-V def2-TZVPD RIJCOSX def2/J DEFGRID3
* xyz 0 1
C 1.9090 -4.6129 2.1011
C 0.7887 -5.6058 1.5832
O 0.6559 -6.6399 2.1898
O 0.0829 -5.2307 0.4478
C -1.3366 -5.4536 0.5805
C -2.2170 -4.1411 0.6739
C -2.7231 -4.0146 2.1824
C -3.1353 -2.5633 2.6040
C -4.5065 -2.2777 2.9715
B -5.7270 -3.3189 2.9570
O -6.1423 -4.0111 4.1474
N -6.5037 -3.5807 1.7352
C -6.1685 -2.6110 0.6497
C -7.9725 -3.3871 1.9740
C -4.8480 -0.8545 3.4189
C -3.8020 0.1339 3.4527
C -2.3739 -0.1300 3.0339
N -1.5008 0.9466 3.0932
C -0.2807 0.5495 2.6436
C 0.1036 -0.8181 2.1981
C 1.5699 -1.0947 1.7028
C 1.4470 -1.5209 0.1624
C 0.9044 -0.3378 -0.7006
O 0.0629 -0.5604 -1.5444
O 1.3519 0.9550 -0.4844
N -0.7685 -1.8668 2.1946
C -2.0447 -1.5029 2.6038
H 2.8108 -5.2744 2.2762
H 1.6502 -4.1552 3.0879
H 2.2165 -3.8791 1.3133
H -1.6607 -5.9906 -0.3628
H -1.6278 -6.1224 1.4307
H -3.1399 -4.3334 0.0476
H -1.7284 -3.2141 0.2834
H -1.8359 -4.2873 2.8367
H -3.5037 -4.7925 2.3860
H -6.6773 -3.3765 4.6668
H -6.3993 -1.5370 0.9358
H -5.1013 -2.6820 0.3064
H -6.8019 -2.8128 -0.2690
H -8.3318 -4.2809 2.5535
H -8.2184 -2.4170 2.4910
H -8.5014 -3.4100 0.9744
H -5.8937 -0.5861 3.7132
H -4.0693 1.1709 3.7717
H 0.5226 1.3380 2.6099
H 2.1064 -1.8644 2.3069
H 2.1103 -0.1036 1.6997
H 2.4709 -1.8749 -0.1723
H 0.7596 -2.3920 0.0079
H 0.6148 1.5618 -0.6997
C 2.1763 2.3514 -3.5847
C 0.8156 3.0349 -3.6874
C 0.0602 2.7075 -4.9887
O 0.5402 3.3976 -6.1341
C 1.6751 2.8081 -6.7458
N 0.9978 4.4803 -3.5145
H 2.9320 2.8249 -4.2135
H 2.5467 2.3950 -2.5581
H 2.1081 1.2976 -3.8673
H 0.2051 2.6658 -2.8559
H -0.9773 3.0335 -4.8655
H 0.0261 1.6268 -5.1730
H 1.6574 1.7169 -6.6802
H 2.5920 3.2009 -6.3013
H 1.6731 3.0914 -7.8001
H 0.0833 4.9261 -3.4879
H 1.4133 4.8373 -4.3739
C 5.2420 5.2594 1.1547
C 6.0257 4.1603 0.4436
C 6.3169 4.4721 -1.0367
O 5.2049 4.2956 -1.9010
C 4.3034 5.3909 -1.9378
N 5.3086 2.8887 0.5978
H 4.1850 5.2611 0.8845
H 5.2926 5.1202 2.2369
H 5.6547 6.2458 0.9276
H 6.9909 4.0720 0.9533
H 7.0737 3.7628 -1.3862
H 6.7492 5.4732 -1.1601
H 4.8161 6.3509 -1.8291
H 3.5408 5.2753 -1.1655
H 3.7961 5.3768 -2.9035
H 5.8792 2.1426 0.2064
H 4.4986 2.9213 -0.0202
*
```

Output
highest occupied orbital energy	-8.74	eV
energy relative to the best compared isomer or geometry (same formula, charge and spin)	229.61	kJ/mol
electronic energy	-1843.56953	a.u.
SMILES string	CC(=O)OCCCc1c(B(O)N(C)C)ccc2ncc(CCC(=O)O)nc12.COC[C@@H](C)N.COC[C@@H](C)N

=====

Molecular formula: C23H20N2O
Method: DFT, wB97M-V/def2-TZVPD

ORCA input file:
```
! wB97M-V def2-TZVPD RIJCOSX def2/J DEFGRID3
* xyz 0 1
C -5.7486 -2.7003 -0.3806
C -4.5579 -1.7789 -0.2692
C -4.7366 -0.4003 -0.4289
C -3.6914 0.5084 -0.4515
C -2.3922 0.0987 -0.1540
C -1.4467 1.3077 -0.2046
C 0.0060 0.8816 0.0901
C 0.3181 -0.1173 0.9672
C 1.6560 -0.4346 1.2927
C 2.6841 0.3787 0.7763
O 4.0384 0.0920 1.0511
C 4.7932 -0.7159 0.1817
C 5.7420 -0.0675 -0.6371
C 6.4526 -0.8379 -1.5462
C 6.2695 -2.2168 -1.6038
C 5.3968 -2.8662 -0.7163
C 4.6213 -2.1218 0.1901
C 2.3821 1.3709 -0.1101
C 1.0477 1.6020 -0.5118
C -2.1682 -1.2993 -0.1682
C -3.2260 -2.2112 -0.0828
H -5.6068 -3.7020 0.0709
H -6.5637 -2.1281 0.0858
H -6.1317 -2.9373 -1.3932
H -5.6955 0.0363 -0.6781
H -3.8581 1.5187 -0.7916
H -1.4118 1.8344 -1.2046
H -0.4709 -0.6883 1.5353
H 1.9404 -1.3243 1.8543
H 5.9109 1.0161 -0.5314
H 7.2128 -0.3853 -2.1919
H 6.8807 -2.8096 -2.2961
H 5.3630 -3.9502 -0.7497
H 3.9319 -2.6450 0.8632
H 3.1618 1.9669 -0.6333
H 0.8023 2.4196 -1.1782
H -1.1302 -1.7057 -0.2300
H -3.0185 -3.2797 0.0122
N -3.1181 3.5186 2.3181
C -2.4979 4.5199 1.5955
C -1.7390 3.9840 0.5229
N -1.8625 2.5718 0.6341
C -2.7262 2.3493 1.6684
H -2.5544 5.5889 1.8430
H -1.2004 4.4283 -0.2832
H -3.0583 1.3307 1.8737
*
```

Output
highest occupied orbital energy	-8.37	eV
energy relative to the best compared isomer or geometry (same formula, charge and spin)	296.63	kJ/mol
electronic energy	-1073.11980	a.u.
SMILES string	Cc1ccc([C@H](c2ccc(Oc3ccccc3)cc2)n2ccnc2)cc1